{"formula": "C33H48Cl2N12O4", "method": "wB97M-V/def2-TZVPD", "multiplicity": 1, "total_charge": 0, "gap_ev": 9.4, "energy_ha": -3164.3872, "lumo_ev": -0.09, "e_homo_ev": -9.530, "symbols": ["Cl", "Cl", "O", "O", "O", "O", "N", "N", "N", "N", "N", "N", "N", "N", "N", "N", "N", "N", "C", "C", "C", "C", "C", "C", "C", "C", "C", "C", "C", "C", "C", "C", "C", "C", "C", "C", "C", "C", "C", "C", "C", "C", "C", "C", "C", "C", "C", "C", "C", "C", "C", "H", "H", "H", "H", "H", "H", "H", "H", "H", "H", "H", "H", "H", "H", "H", "H", "H", "H", "H", "H", "H", "H", "H", "H", "H", "H", "H", "H", "H", "H", "H", "H", "H", "H", "H", "H", "H", "H", "H", "H", "H", "H", "H", "H", "H", "H", "H", "H"], "xyz": [[-0.60066, -2.66778, -3.11454], [-2.29747, 0.88124, -1.03607], [2.34883, 2.80658, -1.77726], [0.93209, 1.94147, -3.48889], [0.37480, 1.55361, -1.37679], [2.40514, 0.28497, -3.62650], [0.52549, 1.46545, 3.00880], [4.33704, -3.63795, -5.13725], [2.95521, -0.64242, 7.53181], [4.92475, -8.66470, -5.24191], [3.18052, -5.92251, -1.54172], [5.54828, -1.00093, -0.05379], [-3.86078, 4.77295, 7.53985], [-4.40426, 0.48648, -4.93799], [-4.44229, 6.04679, -4.16468], [-2.95277, 2.04843, 2.90901], [-5.01499, 5.37835, -0.11574], [-8.28276, 1.19378, 9.42884], [-3.05968, 6.80044, -2.04053], [-4.35264, 2.96105, -3.99138], [0.37210, 0.23159, -2.02611], [-5.53127, 4.76913, 0.71937], [5.49421, -8.31019, -4.29970], [-1.12630, -0.23970, -1.85946], [5.55742, 1.48830, 0.84031], [0.98879, 0.48135, -3.47169], [1.37894, 2.22207, -2.14583], [2.76017, -1.10691, -3.43535], [-4.38146, 1.56628, -4.52478], [1.66599, -6.50026, -3.63121], [-1.62707, -1.45427, -2.26745], [-3.84089, 6.37615, -3.23420], [-1.93339, 2.42147, 2.50598], [6.22486, -7.85365, -3.08482], [2.51940, -6.17502, -2.45543], [4.33689, -4.58191, -5.80323], [3.84203, -1.29823, -2.25898], [-3.59152, 4.64895, 6.42256], [1.91198, -0.61073, 3.90164], [-6.19649, 3.98107, 1.79322], [3.39595, -2.58624, -1.40393], [-0.62615, 2.89938, 1.98491], [1.13359, 0.55514, 3.40030], [-3.24438, 4.48914, 4.98297], [4.33640, -5.80514, -6.65078], [0.43071, 0.01082, 8.01918], [-3.13764, -1.83187, -2.00342], [1.84694, -0.35501, 7.73804], [-5.95462, 2.04719, 8.50908], [5.55230, 0.08610, 0.33911], [-7.26578, 1.56659, 9.02717], [-6.11356, 2.80270, 7.73983], [0.21604, 1.00021, 7.61424], [3.79966, -5.61510, -7.58088], [6.80890, -8.67702, -2.67282], [0.85970, -5.77099, -3.71673], [1.88585, -1.76930, -3.16954], [-4.06271, 4.85345, 4.36143], [1.23323, -1.41190, 4.19554], [-3.73585, 7.10447, -1.24386], [-0.08277, 2.08201, 1.55050], [5.06040, 2.14070, 0.12086], [-4.86658, 3.00202, -3.03054], [-3.76812, -1.04563, -2.51372], [-4.84878, 3.63608, -4.68763], [3.23321, -1.50757, -4.38280], [2.50624, -0.31545, 4.76754], [-6.83327, 3.21522, 1.35010], [2.57681, -0.97882, 3.11903], [6.89625, -7.03413, -3.34244], [5.03125, 1.54318, 1.79370], [-3.35965, -2.87639, -2.38752], [3.85051, -6.62248, -6.11966], [3.97414, -2.58916, -0.43517], [2.26502, -6.47711, -4.54122], [-2.34281, 5.05823, 4.75355], [1.03905, -0.35256, -1.31348], [0.25761, 0.02125, 9.09549], [1.23588, -7.49508, -3.51312], [4.84843, -1.53499, -2.71236], [3.85861, -0.39033, -1.59563], [-5.39774, 1.21383, 8.07973], [-3.32125, 3.28650, -3.85604], [-0.23847, -0.71600, 7.55777], [-5.44370, 3.49976, 2.41962], [-2.44440, 5.97267, -1.68745], [5.51381, -7.50864, -2.33275], [6.58389, 1.82795, 0.97995], [2.29122, -2.57764, -1.15416], [-3.36053, -1.77054, -0.89591], [3.58364, -3.52403, -2.01807], [5.36114, -6.09378, -6.88411], [-2.41341, 7.63995, -2.30030], [-0.04632, 3.33897, 2.78600], [-5.37229, 2.48393, 9.32043], [-6.80809, 4.63929, 2.41118], [0.39819, -0.02195, -4.29672], [-3.06830, 3.43813, 4.75811], [-0.79560, 3.65920, 1.20924]], "atomic_forces_ev_per_a": [[-0.86, 1.17, 0.82], [1.33, -1.08, -0.84], [-1.86, -0.44, -0.50], [1.07, -0.56, 0.97], [2.86, 0.37, -1.08], [-1.95, -1.46, 0.87], [3.45, -4.95, 4.22], [-0.01, -0.82, -0.51], [-1.85, 0.49, 0.23], [0.50, 0.34, 0.91], [-0.54, -0.41, -0.82], [0.46, 1.20, 0.80], [0.21, -0.19, -0.96], [0.04, 0.92, 0.42], [0.54, 0.36, 0.84], [0.91, 0.36, -0.41], [-0.52, -0.62, 0.82], [0.87, 0.32, -0.35], [-0.27, 0.02, -0.62], [-0.06, -0.86, -0.35], [-0.90, 0.04, 2.25], [0.03, 0.00, -0.04], [-0.04, -0.06, -0.03], [-0.04, -1.58, -1.09], [-0.04, -0.66, -0.30], [0.53, 1.35, -0.26], [-1.45, -0.75, -0.64], [1.62, -1.19, 0.33], [0.04, -0.01, 0.07], [0.38, 0.18, 0.59], [-0.75, 1.29, 0.92], [-0.04, 0.01, -0.01], [-0.02, -0.07, -0.15], [-0.35, -0.22, -0.54], [0.03, -0.02, 0.03], [0.00, 0.02, 0.00], [-1.46, -1.03, -0.29], [-0.01, 0.09, 0.05], [-0.30, 0.56, -0.29], [0.34, 0.39, -0.46], [0.32, 0.42, -0.34], [-2.43, 2.66, -2.12], [-0.06, 0.08, -0.14], [-0.15, 0.08, 0.85], [-0.08, 0.69, 0.33], [0.68, -0.17, -0.16], [0.74, -0.07, -0.28], [0.91, -0.24, -0.08], [-0.66, -0.25, 0.26], [0.12, -0.09, 0.08], [-0.04, -0.04, 0.01], [0.01, -0.03, 0.11], [0.06, -0.07, 0.02], [0.04, 0.07, 0.08], [-0.06, 0.02, -0.09], [0.08, -0.02, 0.05], [0.69, 1.03, -0.48], [0.04, -0.02, 0.08], [0.00, 0.09, -0.05], [0.01, -0.13, -0.13], [-0.60, 0.70, -1.00], [0.00, -0.09, 0.02], [0.03, -0.04, -0.08], [0.57, -1.06, 0.40], [0.07, -0.07, 0.06], [-0.79, 0.57, 0.94], [-0.06, 0.01, -0.05], [0.07, 0.07, -0.01], [-0.07, 0.05, 0.02], [-0.08, -0.05, -0.03], [0.03, -0.04, -0.07], [0.24, 1.43, 0.42], [0.14, 0.03, -0.07], [-0.64, -0.39, -1.24], [-0.02, 0.01, 0.11], [-0.07, -0.01, 0.06], [-0.74, 0.05, -1.38], [0.07, -0.02, -0.08], [0.07, 0.07, 0.03], [-1.02, 0.65, 0.67], [0.04, -0.89, -0.97], [-0.09, 0.03, 0.04], [-0.07, -0.07, -0.06], [0.08, 0.03, 0.03], [0.02, -0.01, -0.12], [-0.11, 0.02, -0.03], [0.00, 0.01, -0.10], [-0.06, -0.08, -0.02], [1.07, 0.15, -0.30], [0.37, -0.15, -1.23], [-0.13, 1.19, 0.97], [-0.09, 0.00, 0.07], [-0.04, -0.10, -0.11], [-0.25, 0.30, -0.33], [-0.08, 0.01, -0.08], [0.04, 0.00, -0.10], [0.56, 0.95, 0.89], [-0.07, 0.11, 0.04], [-0.54, 0.11, 0.09]], "lowdin_charge": [0.646, 0.679, 0.194, 0.052, -0.066, -0.080, 0.089, 0.152, 0.120, 0.124, 0.137, 0.147, 0.119, 0.112, 0.128, 0.126, 0.150, 0.111, -0.091, -0.093, -0.188, -0.230, -0.251, -0.506, -0.048, -0.237, -0.420, -0.201, -0.265, -0.044, -0.638, -0.255, -0.251, -0.054, -0.249, -0.243, -0.212, -0.256, -0.039, -0.057, -0.138, -0.168, -0.120, -0.074, -0.073, -0.065, -0.137, -0.265, -0.084, -0.224, -0.273, 0.062, 0.079, 0.083, 0.080, 0.070, 0.053, 0.071, 0.085, 0.039, 0.031, 0.078, 0.073, 0.058, 0.052, 0.094, 0.058, 0.083, 0.081, 0.083, 0.074, 0.078, 0.025, 0.037, 0.050, 0.082, 0.171, 0.080, 0.084, 0.103, 0.073, 0.075, 0.069, 0.078, 0.052, 0.071, 0.061, 0.080, 0.057, 0.077, 0.039, 0.080, 0.076, 0.070, 0.074, 0.081, 0.179, 0.031, 0.084]}

***

{"formula": "C26H19I2N4S2Ti", "method": "wB97M-V/def2-TZVPD", "multiplicity": 1, "total_charge": 1, "gap_ev": 6.7, "energy_ha": -3462.3370, "lumo_ev": -4.30, "e_homo_ev": -11.011, "symbols": ["I", "I", "Ti", "S", "S", "N", "N", "N", "N", "C", "C", "C", "C", "C", "C", "C", "C", "C", "C", "C", "C", "C", "C", "C", "C", "C", "C", "C", "C", "C", "C", "C", "C", "C", "C", "H", "H", "H", "H", "H", "H", "H", "H", "H", "H", "H", "H", "H", "H", "H", "H", "H", "H", "H"], "xyz": [[4.25421, 1.35898, 0.07470], [-0.37045, 3.90852, 1.14078], [0.96262, 1.61332, 0.55224], [-2.28349, -0.64691, 2.76624], [1.14070, -1.73347, 0.74051], [0.88871, -1.56404, -2.15096], [-0.89094, 0.69716, 1.09882], [1.16254, 1.95439, -1.52456], [1.18237, -0.31043, -0.23133], [1.65938, 2.16469, -4.22950], [1.12232, -0.41561, -1.50709], [-2.82829, -0.59351, 1.11809], [2.39797, 1.06107, 4.79893], [0.09380, 0.44874, 4.60594], [-0.92744, 0.32512, 2.35037], [-1.65968, -4.39911, -0.41166], [-0.75236, -3.35777, -2.38469], [0.05531, -2.57769, -1.58200], [-1.96874, 0.20112, 0.36591], [1.20332, 0.67796, 5.39714], [-1.59895, -4.28675, -1.79281], [1.53222, 3.29574, -3.45728], [-2.21095, 0.40841, -0.99058], [-3.92578, -1.22131, 0.53938], [1.27931, 0.85716, -2.27975], [1.27743, 3.15050, -2.10334], [-4.14477, -1.03369, -0.81238], [-0.86329, -3.58725, 0.38803], [1.37448, 1.06414, 2.59487], [0.01442, -2.69916, -0.20805], [2.47793, 1.24899, 3.42373], [1.51614, 0.91717, -3.62720], [2.76673, 2.75994, 0.72437], [0.18901, 0.62852, 3.22960], [-3.29750, -0.21845, -1.57039], [-0.90613, -3.65855, 1.46919], [1.14199, 4.00350, -1.45299], [1.62700, 4.28460, -3.88317], [-4.99293, -1.51091, -1.28655], [-0.84162, 0.13300, 5.05659], [-2.32692, -5.11703, 0.04727], [-1.57813, 1.07759, -1.56072], [3.05093, 3.13415, 1.69730], [3.27801, 1.22204, 5.41098], [2.80754, 3.58141, 0.01372], [0.89450, -1.52960, -3.15681], [-2.22094, -4.91386, -2.41758], [-0.72286, -3.24627, -3.46470], [1.14331, 0.55078, 6.47013], [3.43409, 1.53702, 3.00780], [-3.50883, -0.06584, -2.62156], [-4.59571, -1.83377, 1.12956], [1.62318, 0.01393, -4.21429], [1.86525, 2.24131, -5.29027]], "atomic_forces_ev_per_a": [[-0.08, -0.05, 0.01], [0.26, -0.36, -0.33], [0.70, 1.51, 1.98], [-0.05, -0.13, 0.11], [0.22, 0.06, 0.05], [-0.11, -0.59, -0.37], [-0.52, -0.14, 0.15], [0.25, 0.20, -0.88], [-0.21, -0.42, 0.32], [0.02, -0.24, -0.15], [0.07, 0.34, -0.47], [-0.12, -0.01, 0.09], [0.01, 0.00, 0.02], [-0.03, -0.06, 0.01], [-0.09, -0.08, -0.06], [0.03, 0.02, 0.03], [-0.07, -0.05, -0.15], [0.12, 0.17, -0.22], [0.29, 0.12, 0.00], [0.07, 0.02, 0.02], [0.00, 0.00, -0.01], [-0.02, 0.19, 0.10], [0.00, 0.02, -0.01], [-0.09, 0.01, 0.00], [-0.07, -0.48, 0.11], [-0.08, 0.11, 0.01], [0.00, -0.01, 0.02], [-0.11, -0.12, 0.03], [-0.22, -0.17, -0.19], [0.07, 0.12, 0.16], [-0.03, -0.03, 0.01], [0.11, -0.12, -0.43], [-0.69, 0.05, -0.06], [0.11, -0.01, 0.04], [0.03, 0.02, 0.00], [0.00, 0.01, -0.06], [0.01, 0.03, 0.02], [-0.01, -0.01, 0.03], [0.04, 0.02, 0.02], [0.03, 0.02, -0.01], [0.03, 0.02, -0.02], [0.01, 0.00, -0.04], [0.07, -0.03, 0.11], [-0.04, -0.02, -0.03], [0.07, 0.02, -0.02], [-0.07, -0.04, -0.03], [0.02, 0.01, 0.02], [-0.01, -0.02, 0.08], [0.01, 0.00, -0.03], [0.03, 0.03, -0.02], [0.02, 0.00, 0.04], [0.04, 0.01, -0.01], [0.02, 0.08, -0.03], [-0.01, -0.04, 0.06]], "nbo_charge": [0.184, -0.199, 1.407, 0.466, 0.569, -0.567, -0.588, -0.549, -0.745, -0.102, 0.482, -0.140, -0.173, -0.185, 0.149, -0.195, -0.235, 0.206, 0.077, -0.195, -0.182, -0.224, -0.218, -0.209, 0.175, 0.121, -0.202, -0.192, -0.403, -0.258, -0.199, -0.213, -0.958, -0.083, -0.192, 0.237, 0.255, 0.254, 0.231, 0.219, 0.234, 0.219, 0.236, 0.226, 0.213, 0.412, 0.234, 0.221, 0.229, 0.216, 0.226, 0.233, 0.229, 0.247]}